# 1
Here is C13H25AuN2Se2Si as an isolated structure in a non-equilibrium geometry from the OMol25 dataset. Energies are from ωB97M-V/def2-TZVPD.

```
44
Properties=species:S:1:pos:R:3:forces:R:3
Au -0.896 -0.085 0.902 0.7 -0.4 1.4
C -3.983 -0.810 2.315 0.0 0.0 0.0
Se -2.703 -1.696 1.150 -0.1 -0.2 0.0
C -3.559 -1.388 -0.588 -0.1 0.1 0.0
C -3.652 0.090 -0.916 0.0 0.0 0.1
Se -1.837 0.811 -1.089 -0.8 0.6 -1.8
C -2.233 2.710 -1.031 0.0 0.0 0.2
H -4.920 -1.359 2.234 0.0 0.0 0.0
H -4.110 0.238 2.057 0.0 0.0 0.0
H -3.588 -0.902 3.325 0.0 0.0 0.0
H -4.546 -1.857 -0.535 0.1 0.1 0.0
H -2.964 -1.944 -1.315 0.0 0.0 0.1
H -4.156 0.645 -0.128 0.0 0.1 0.0
H -4.169 0.280 -1.858 0.1 -0.1 0.0
H -2.779 2.959 -0.126 0.0 0.0 0.0
H -2.828 2.927 -1.915 0.0 0.0 0.0
H -1.289 3.246 -1.084 0.0 0.0 0.0
C -0.039 2.965 2.277 0.0 0.0 0.1
C 1.103 2.235 1.655 0.0 0.0 0.0
C 2.420 2.734 1.716 0.0 0.0 0.0
C 3.458 2.028 1.135 0.0 0.0 0.0
C 3.194 0.844 0.474 0.0 0.0 -0.1
C 1.865 0.349 0.417 0.1 0.2 0.2
N 0.859 1.094 1.040 0.2 0.1 0.2
N 1.438 -0.754 -0.111 0.0 -0.4 -0.3
Si 2.139 -1.981 -1.224 0.1 0.0 0.1
C 0.799 -2.134 -2.518 0.1 0.0 0.1
C 3.753 -1.427 -1.982 -0.1 0.0 0.0
C 2.304 -3.522 -0.190 0.0 0.2 -0.1
H 0.295 3.865 2.785 0.0 0.0 0.0
H -0.544 2.328 3.003 0.0 0.0 0.0
H -0.761 3.251 1.510 0.0 0.0 0.0
H 2.598 3.667 2.228 0.0 0.0 0.0
H 4.470 2.401 1.202 0.1 0.0 0.0
H 3.979 0.269 0.011 0.1 0.0 0.0
H 0.649 -1.208 -3.072 0.0 0.1 0.0
H -0.151 -2.427 -2.071 -0.1 0.0 0.1
H 1.066 -2.902 -3.242 0.0 -0.1 -0.1
H 3.739 -0.380 -2.286 0.0 0.1 -0.1
H 3.943 -2.009 -2.885 0.0 -0.1 0.0
H 4.608 -1.582 -1.325 0.0 0.0 0.1
H 1.363 -3.799 0.282 -0.1 0.0 0.0
H 3.052 -3.415 0.593 0.1 0.1 0.1
H 2.612 -4.357 -0.818 0.0 -0.1 -0.1
```
Positions in Å, forces in eV/Å.

The multiplicity is 3. Its net charge is +2.


# 2
Here is a 2-piece molecular cluster, C35H28Cl2NO2S overall in a non-equilibrium geometry from the OMol25 dataset. Energies are from ωB97M-V/def2-TZVPD.

```
69
Properties=species:S:1:pos:R:3:forces:R:3
Cl 3.900 1.175 6.377 -0.1 -0.1 0.0
C 2.606 0.997 5.274 -0.7 0.1 -0.4
C 1.906 2.136 4.838 -0.1 -0.2 -0.1
C 0.866 1.992 3.935 -0.1 -0.2 -0.3
C 0.489 0.716 3.410 0.9 0.1 0.0
C -0.598 0.664 2.491 -0.3 0.0 1.0
C -1.457 -0.423 2.186 -0.6 -0.6 -0.4
C -2.596 -0.149 1.364 0.5 -0.1 0.0
C -3.398 -1.161 0.866 0.2 0.0 0.1
C -3.054 -2.499 1.124 0.3 0.7 0.1
Cl -3.912 -3.755 0.340 0.0 0.0 0.1
C -2.019 -2.803 2.021 0.1 0.3 0.1
C -1.293 -1.775 2.615 -0.1 -0.1 -0.4
C 1.264 -0.402 3.831 0.1 0.1 0.4
C 2.252 -0.275 4.801 -0.2 0.1 -0.3
H 2.186 3.119 5.206 -0.1 -0.2 -0.1
H 0.304 2.866 3.601 0.2 -0.1 0.1
H -0.910 1.624 2.085 -0.1 -0.1 0.2
H -2.813 0.894 1.125 0.1 -0.3 -0.1
H -4.258 -0.932 0.242 0.2 -0.1 0.1
H -1.797 -3.847 2.231 -0.1 0.3 0.2
H -0.606 -2.026 3.417 -0.1 0.0 -0.4
H 1.126 -1.372 3.361 0.1 0.3 0.1
H 2.784 -1.146 5.179 0.0 0.2 -0.3
C 0.954 -6.458 -2.957 -0.1 -0.1 0.0
C 1.219 -5.093 -2.390 0.0 0.2 0.0
C 2.138 -4.245 -3.012 0.2 0.3 0.1
C 2.428 -2.988 -2.487 -0.2 0.2 0.0
C 1.747 -2.554 -1.341 0.4 -0.4 0.1
S 2.082 -0.948 -0.667 -1.6 1.3 -0.7
N 0.544 -0.057 -1.224 1.4 -1.4 0.6
C 0.308 -0.091 -2.677 0.1 0.1 -0.3
C -0.973 0.633 -2.995 -0.2 0.0 -0.4
C -0.971 1.738 -3.852 -0.2 0.0 0.3
C -2.170 2.409 -4.126 0.0 -0.3 0.0
C -3.372 1.952 -3.571 0.3 -0.1 0.1
C -3.372 0.833 -2.725 0.4 -0.1 -0.1
C -2.170 0.167 -2.451 -0.4 0.4 -0.1
C 0.357 1.086 -0.585 0.0 1.8 1.6
C 0.182 2.097 0.111 0.5 -1.4 -1.9
C 0.368 3.502 0.381 0.0 0.8 0.5
C 1.653 4.016 0.676 -0.3 -0.3 -0.1
C 1.836 5.376 0.912 -0.3 0.0 0.0
C 0.741 6.249 0.884 -0.1 -0.3 -0.1
C -0.537 5.754 0.597 0.3 0.0 0.0
C -0.725 4.396 0.348 0.2 -0.4 0.1
O 1.937 -0.921 0.762 0.2 -0.3 -0.3
O 3.188 -0.312 -1.331 -0.5 -0.7 0.3
C 0.844 -3.400 -0.688 -0.1 0.2 -0.2
C 0.565 -4.650 -1.235 0.1 0.1 0.1
H 0.248 -7.000 -2.322 0.1 0.0 -0.2
H 0.534 -6.392 -3.968 0.1 0.0 0.2
H 1.884 -7.038 -3.024 -0.2 0.1 0.0
H 2.644 -4.577 -3.920 -0.1 0.1 0.3
H 3.157 -2.334 -2.962 -0.2 -0.2 0.1
H 1.155 0.379 -3.199 -0.2 -0.1 0.1
H 0.239 -1.144 -2.980 0.1 0.2 0.1
H -0.020 2.068 -4.281 -0.4 0.0 0.1
H -2.163 3.279 -4.788 0.0 -0.3 0.2
H -4.310 2.466 -3.797 0.3 -0.2 0.1
H -4.302 0.462 -2.290 0.2 0.2 -0.2
H -2.147 -0.715 -1.805 -0.1 0.3 -0.2
H 2.493 3.318 0.705 -0.2 0.3 0.0
H 2.837 5.758 1.120 -0.3 -0.1 0.0
H 0.886 7.314 1.074 -0.1 -0.3 -0.1
H -1.391 6.431 0.565 0.2 -0.2 0.0
H -1.715 3.993 0.116 0.3 0.2 0.1
H 0.360 -3.074 0.232 0.1 0.0 -0.2
H -0.164 -5.303 -0.754 0.2 0.2 -0.1
```
Positions in Å, forces in eV/Å.

Its net charge is +1.


# 3
Here is C18H9BrN5O2SSc as an isolated structure from the OMol25 dataset. Energies are from ωB97M-V/def2-TZVPD.

```
37
Properties=species:S:1:pos:R:3:forces:R:3
Sc -0.591 0.018 -1.185 0.0 0.3 0.1
S 5.216 -0.647 3.659 0.0 0.0 0.0
N 5.222 -0.583 2.054 -0.1 0.0 0.0
C 3.955 -0.493 1.674 0.0 0.0 -0.1
C 3.488 -0.418 0.304 0.1 0.0 0.1
C 4.351 -0.433 -0.798 0.0 0.0 0.0
C 3.827 -0.370 -2.068 -0.1 0.0 0.0
C 2.446 -0.302 -2.215 0.1 0.0 0.0
N 1.608 -0.289 -1.178 -0.1 0.0 0.1
C 2.116 -0.332 0.086 0.0 -0.1 -0.1
C 1.176 -0.307 1.206 -0.1 -0.1 0.0
N -0.150 -0.211 0.922 0.1 0.0 -0.1
C -1.037 -0.187 1.918 0.0 0.0 0.1
C -0.663 -0.263 3.253 0.0 0.0 -0.1
C 0.677 -0.365 3.557 0.0 0.0 0.0
C 1.620 -0.389 2.523 0.1 0.0 0.1
C 3.047 -0.485 2.752 -0.1 0.0 0.1
N 3.635 -0.565 3.938 0.0 0.0 -0.1
H 5.419 -0.494 -0.629 0.0 0.0 0.0
H 4.460 -0.376 -2.943 0.0 0.0 0.0
H 2.004 -0.257 -3.204 0.0 0.0 0.0
H -2.081 -0.101 1.640 0.0 0.0 0.0
H -1.417 -0.239 4.025 0.0 0.0 0.0
H 1.020 -0.425 4.582 0.0 0.0 0.0
Br -2.589 -2.551 -1.443 0.1 0.0 0.0
C -3.538 -0.928 -1.675 0.0 0.0 0.0
C -4.890 -0.831 -1.922 0.0 0.1 0.0
C -5.403 0.456 -2.089 0.0 -0.1 0.0
C -4.570 1.572 -2.015 0.0 0.0 0.0
C -3.235 1.361 -1.766 0.2 -0.1 0.0
N -2.736 0.122 -1.590 -0.3 0.1 -0.1
C -2.160 2.427 -1.683 -0.1 0.0 0.0
O -2.359 3.587 -1.806 0.0 0.0 0.0
O -0.958 1.844 -1.456 0.2 0.0 0.0
H -5.514 -1.710 -1.988 0.0 0.0 0.0
H -6.459 0.583 -2.288 0.0 0.0 0.0
H -4.938 2.580 -2.154 0.0 0.0 0.0
```
Positions in Å, forces in eV/Å.

Its net charge is +2.


# 4
Here is a 2-piece molecular cluster, C2H8N4O overall in a non-equilibrium geometry from the OMol25 dataset. Energies are from ωB97M-V/def2-TZVPD.

```
15
Properties=species:S:1:pos:R:3:forces:R:3
C 0.290 1.204 -0.959 -0.7 -0.4 1.8
C 0.960 -2.093 1.244 1.7 2.0 0.0
N 1.637 -1.148 1.353 -0.8 -0.6 0.1
N -0.419 0.852 0.071 -0.3 0.2 1.0
N 0.103 1.853 -2.069 3.6 -1.6 1.4
N 0.095 -2.987 1.134 0.4 -0.3 -3.6
O -1.878 1.553 0.036 1.3 3.1 -1.0
H 1.297 0.864 -0.657 -0.3 -0.1 -0.7
H -2.594 1.236 0.566 -0.8 -1.8 0.8
H 2.518 -0.887 1.749 0.7 0.1 0.0
H 0.803 1.632 -2.726 0.8 0.5 -1.2
H -0.703 2.199 -2.383 -4.1 1.6 -1.3
H -0.062 -3.477 0.240 0.1 0.1 0.7
H -0.276 -3.275 1.957 -2.0 -1.6 3.0
H -1.771 2.472 0.445 0.3 -1.1 -0.8
```
Positions in Å, forces in eV/Å.

Its net charge is +2.


# 5
Here is an isolated molecule of C24H31N3O4S from the OMol25 dataset. Energies are from ωB97M-V/def2-TZVPD.

```
63
Properties=species:S:1:pos:R:3:forces:R:3
C 5.007 -2.645 3.338 0.0 -0.1 0.2
C 4.087 -1.777 4.163 0.3 -0.2 -0.1
O 4.310 -1.556 5.335 0.2 -0.1 0.2
N 2.951 -1.288 3.565 -0.3 0.3 0.2
C 2.599 -1.390 2.218 -0.1 -0.1 -0.6
C 3.539 -1.157 1.209 -0.1 0.1 -0.1
C 3.173 -1.201 -0.121 0.2 0.0 0.0
C 1.862 -1.496 -0.445 -0.3 0.0 -0.6
C 0.919 -1.719 0.534 0.1 0.0 0.0
C 1.261 -1.646 1.876 0.2 0.0 -0.1
C 0.172 -1.752 2.905 -0.1 -0.1 0.2
C 0.713 -1.776 4.331 0.0 0.2 -0.1
C 1.883 -0.805 4.429 -0.2 -0.1 0.5
H 1.579 0.193 4.102 0.0 0.0 0.0
H 2.283 -0.752 5.442 -0.1 0.1 -0.2
H 1.066 -2.777 4.589 0.0 0.0 0.1
H -0.068 -1.499 5.038 0.0 0.0 0.0
H -0.472 -0.878 2.764 0.0 0.0 0.0
H -0.436 -2.637 2.707 0.0 0.0 0.0
H -0.094 -1.939 0.240 -0.2 0.0 0.0
S 1.325 -1.377 -2.136 0.2 0.0 -0.3
O 0.068 -2.052 -2.281 0.1 0.0 0.3
O 2.381 -1.723 -3.043 0.3 0.2 0.2
N 1.065 0.270 -2.383 0.3 -0.6 -0.1
H 1.861 0.625 -2.892 0.1 0.0 -0.2
C 0.730 1.111 -1.249 -0.1 0.3 0.8
C -0.584 0.670 -0.601 0.2 0.2 -0.1
O -0.780 0.839 0.591 0.0 0.2 0.3
N -1.480 0.157 -1.448 -0.3 -0.2 -0.2
H -1.173 -0.081 -2.379 0.0 0.0 0.1
C -2.782 -0.323 -1.020 -0.1 0.0 0.1
C -3.847 0.698 -1.353 0.0 0.0 0.2
C -4.743 1.132 -0.387 0.1 -0.1 -0.1
C -5.720 2.061 -0.698 -0.1 0.1 0.0
C -5.808 2.574 -1.981 -0.1 0.1 0.0
C -4.915 2.150 -2.951 0.0 0.0 -0.1
C -3.944 1.216 -2.640 0.0 0.0 0.1
H -3.254 0.888 -3.404 0.1 0.0 -0.1
H -4.977 2.547 -3.954 0.0 0.0 -0.1
H -6.567 3.302 -2.224 -0.1 0.1 0.0
H -6.412 2.390 0.063 -0.1 0.0 0.1
H -4.672 0.741 0.618 0.0 0.0 0.1
C -3.083 -1.667 -1.680 0.2 0.1 0.2
H -3.300 -1.527 -2.736 0.0 0.0 -0.1
H -2.222 -2.325 -1.595 0.0 -0.1 0.0
H -3.946 -2.131 -1.209 -0.1 0.0 0.0
H -2.725 -0.436 0.069 0.0 0.0 -0.2
H 1.498 1.046 -0.460 -0.3 0.0 -0.1
C 0.617 2.598 -1.657 0.1 -0.1 -0.2
C 1.981 3.157 -2.060 -0.2 -0.1 0.2
H 2.725 2.961 -1.290 0.1 0.0 0.1
H 1.912 4.233 -2.200 0.0 0.1 -0.1
H 2.323 2.720 -2.997 0.1 0.0 -0.2
C -0.401 2.808 -2.774 0.0 0.1 0.3
H -0.394 3.849 -3.088 0.0 0.1 -0.1
H -0.155 2.185 -3.631 0.0 0.0 -0.2
H -1.404 2.562 -2.435 -0.1 0.0 -0.1
H 0.278 3.129 -0.762 0.0 -0.1 0.0
H 3.883 -1.008 -0.910 0.2 0.0 0.0
H 4.549 -0.893 1.475 0.1 0.0 0.0
H 5.426 -3.394 4.006 0.0 0.0 0.0
H 5.838 -2.054 2.956 0.0 0.0 -0.1
H 4.495 -3.130 2.513 0.1 0.0 -0.1
```
Positions in Å, forces in eV/Å.

Its structure (SMILES) is CC(=O)N1CCCc2cc(S(=O)(=O)N[C@H](C(=O)N[C@H](C)c3ccccc3)C(C)C)ccc21.


# 6
Here is an isolated molecule of C4H9NO3S in a non-equilibrium geometry from the OMol25 dataset. Energies are from ωB97M-V/def2-TZVPD.

```
18
Properties=species:S:1:pos:R:3:forces:R:3
N -1.496 -0.925 0.881 0.2 0.1 0.0
C -0.949 0.361 0.435 -0.2 -0.3 0.6
C -0.876 0.404 -1.067 0.1 0.4 -0.1
C 0.270 -0.359 -1.644 -0.1 -0.6 -0.4
O 1.541 0.135 -1.171 -0.2 0.2 -0.1
S 1.782 -0.054 0.369 -0.6 0.2 0.6
O 2.931 0.674 0.696 1.6 1.3 0.1
O 1.760 -1.426 0.713 -0.6 -1.5 -0.1
C 0.378 0.721 1.128 -0.1 -0.4 -0.8
H -1.706 -0.840 1.869 -0.1 -0.2 0.0
H -0.788 -1.650 0.797 0.0 0.0 0.0
H -1.665 1.112 0.744 -0.2 0.2 0.1
H -0.790 1.424 -1.424 -0.1 0.4 0.0
H -1.805 -0.002 -1.439 -0.3 -0.1 -0.3
H 0.290 -0.228 -2.712 0.2 0.1 -0.4
H 0.184 -1.425 -1.461 0.2 -0.2 0.2
H 0.569 1.779 1.167 0.1 0.4 -0.1
H 0.371 0.300 2.119 0.1 0.1 0.5
```
Positions in Å, forces in eV/Å.

Its structure (SMILES) is N[C@@H]1CCOS(=O)(=O)C1.


# 7
Here is a 4-piece molecular cluster, C27H60N4O3 overall in a non-equilibrium geometry from the OMol25 dataset. Energies are from ωB97M-V/def2-TZVPD.

```
94
Properties=species:S:1:pos:R:3:forces:R:3
C -14.347 1.243 14.949 -0.5 -0.3 -1.1
C -14.500 0.696 13.505 1.6 -0.5 0.9
C -14.389 -0.847 13.363 -1.7 0.9 0.9
C -13.111 -1.516 13.862 0.6 0.2 -1.3
N -12.535 -2.475 12.823 0.9 -0.4 0.3
C -12.020 -1.664 11.530 -0.1 -0.5 0.3
C -10.495 -1.787 11.525 -0.6 -1.2 -0.8
C -10.224 -3.103 12.226 0.6 0.5 1.9
C -11.248 -3.161 13.397 1.0 -0.9 -1.7
C -13.578 -3.573 12.531 -0.1 0.4 0.0
H -13.391 0.988 15.406 0.1 -0.5 0.1
H -15.199 0.831 15.490 0.2 0.4 0.6
H -14.340 2.333 14.926 -0.5 0.0 0.1
H -13.649 1.079 12.941 -0.3 0.6 -0.6
H -15.478 0.956 13.099 0.3 0.4 -0.2
H -14.693 -0.990 12.326 0.7 -0.6 -0.2
H -15.277 -1.180 13.901 0.1 -0.7 0.2
H -13.099 -2.086 14.791 -0.7 0.2 0.0
H -12.338 -0.754 13.958 0.1 0.1 0.1
H -12.492 -2.149 10.675 0.1 0.0 0.1
H -12.338 -0.622 11.580 -0.4 -0.2 0.3
H -10.018 -1.970 10.562 -0.6 0.8 -0.5
H -9.971 -0.956 11.995 -0.3 -0.1 0.2
H -10.159 -4.037 11.668 -0.4 0.4 -0.4
H -9.225 -2.892 12.606 0.1 -0.9 0.5
H -11.421 -4.208 13.645 -0.6 0.2 0.0
H -10.729 -2.758 14.266 -1.0 1.0 0.1
H -13.278 -4.286 11.763 0.5 0.4 0.0
H -14.527 -3.123 12.239 0.3 0.2 -0.2
H -13.796 -4.144 13.434 0.4 0.2 0.2
C -7.987 2.210 22.148 1.3 -0.5 -1.3
C -8.656 3.283 21.361 -3.1 1.3 -0.4
C -9.528 2.847 20.077 1.7 -1.7 0.7
C -10.537 1.681 20.267 -1.1 2.3 -0.5
N -11.240 1.356 18.877 0.2 -2.7 0.2
C -12.378 0.331 19.070 -0.5 -0.8 1.1
C -11.769 -1.142 19.148 -1.2 1.8 0.2
C -10.419 -0.998 18.528 2.1 0.4 1.0
C -10.287 0.460 18.065 -1.4 -0.4 -1.1
C -11.687 2.532 18.022 1.9 -0.3 1.3
H -7.597 2.568 23.101 -0.2 -0.1 -0.1
H -7.149 1.928 21.511 0.4 -0.6 0.4
H -8.604 1.320 22.265 -0.1 0.1 0.3
H -8.074 4.131 21.001 0.7 -0.5 0.0
H -9.302 3.782 22.085 -0.6 0.2 -0.2
H -8.766 2.455 19.404 0.2 0.3 -0.5
H -10.047 3.668 19.583 0.2 0.2 0.5
H -11.270 2.174 20.904 -0.7 -0.6 -0.1
H -10.242 0.756 20.762 0.3 0.0 -0.5
H -13.139 0.362 18.290 0.5 0.5 -0.5
H -12.933 0.583 19.973 0.2 0.1 0.1
H -12.408 -1.837 18.603 -0.1 0.1 0.3
H -11.686 -1.417 20.199 -0.2 -0.3 -0.2
H -10.238 -1.646 17.670 0.1 0.0 0.1
H -9.691 -1.223 19.307 0.3 -0.2 -0.3
H -10.832 0.315 17.132 0.1 1.0 -0.4
H -9.314 0.897 17.843 -0.1 0.0 0.5
H -12.170 3.245 18.689 -0.5 -0.1 -0.5
H -12.196 2.190 17.121 -0.3 0.0 0.5
H -10.710 2.936 17.754 -0.4 0.5 -0.4
C -7.197 -1.593 9.545 1.2 0.1 -0.2
C -7.376 -0.099 9.359 -0.3 1.1 1.1
C -7.720 0.774 10.632 0.3 0.1 0.5
C -6.505 1.546 11.279 -0.4 0.3 -0.3
N -6.909 2.660 12.303 1.2 0.6 -1.4
C -8.112 3.468 11.819 -0.1 0.5 1.3
C -7.859 4.890 12.392 -0.9 -1.0 -0.1
C -6.436 5.061 11.923 -0.8 0.6 0.3
C -5.818 3.774 12.353 1.6 -1.0 -0.6
C -6.962 2.080 13.679 -0.5 0.3 -1.2
H -6.507 -1.957 8.783 0.2 0.0 0.0
H -8.056 -2.244 9.384 -0.3 0.4 0.4
H -6.704 -1.754 10.504 -0.2 -0.5 0.1
H -8.147 0.089 8.612 0.2 0.2 0.0
H -6.471 0.445 9.088 0.3 -0.7 -1.0
H -8.178 0.207 11.442 -0.3 -0.2 -0.1
H -8.445 1.496 10.257 0.0 0.1 0.4
H -5.893 2.044 10.527 -0.4 0.2 -0.2
H -5.775 0.944 11.820 -0.3 -0.4 0.0
H -9.034 2.978 12.133 0.1 0.0 -0.1
H -8.051 3.573 10.736 0.0 -0.4 0.1
H -7.952 4.910 13.478 0.0 0.0 0.1
H -8.595 5.576 11.972 0.2 0.1 0.0
H -5.938 5.905 12.399 0.1 0.0 -0.5
H -6.544 5.137 10.841 0.8 0.3 0.0
H -5.317 3.812 13.321 -0.7 0.0 0.4
H -4.983 3.464 11.725 -0.2 -0.1 -0.3
H -7.635 1.228 13.579 0.0 0.0 0.7
H -7.290 2.901 14.317 -0.1 -0.5 0.4
H -5.940 1.766 13.889 -0.3 -0.1 0.3
N -10.185 1.089 14.516 1.1 1.4 1.0
O -10.515 1.214 13.343 -0.7 0.5 -0.8
O -10.130 2.107 15.231 -0.4 -1.4 -1.0
O -9.824 -0.009 14.860 0.0 -0.5 0.6
```
Positions in Å, forces in eV/Å.

The multiplicity is 2. Its net charge is +3.


# 8
Here is an isolated molecule of C2H3N3OS in a non-equilibrium geometry from the OMol25 dataset. Energies are from ωB97M-V/def2-TZVPD.

```
10
Properties=species:S:1:pos:R:3:forces:R:3
C -1.083 -1.372 -0.114 6.3 3.4 1.0
C -0.282 0.677 0.059 -1.8 4.2 -1.8
H 2.831 0.340 1.001 -0.6 -0.4 -1.3
H -1.681 -2.181 -0.371 -1.3 -0.8 -0.1
H -1.260 2.295 -0.380 -0.8 -0.3 0.1
N 0.731 -0.180 0.130 -0.3 -1.6 1.4
N 0.227 -1.454 0.151 -3.4 -2.2 -0.7
N -0.425 1.926 0.016 3.3 0.9 0.9
O -1.355 -0.009 -0.236 -4.1 -4.4 -0.4
S 2.296 -0.041 -0.256 2.7 1.2 1.0
```
Positions in Å, forces in eV/Å.

Its structure (SMILES) is [H]/N=c1\ocnn1S.


What DFT total energy values result from the calculations? In sequence: -159114.3995; -78205.5007; -131925.6813; -10190.4851; -48888.2639; -22761.3916; -41042.3784; -19472.7727 eV.